(1)
{"formula": "C29H38CuN6OTe", "method": "the ωB97M-V functional and the def2-TZVPD basis", "species": ["Cu", "C", "N", "C", "C", "N", "N", "C", "N", "N", "H", "H", "H", "H", "H", "H", "H", "H", "H", "H", "H", "C", "C", "C", "C", "C", "C", "Te", "N", "C", "O", "C", "C", "C", "C", "C", "C", "C", "C", "C", "C", "C", "C", "C", "C", "C", "C", "C", "C", "H", "H", "H", "H", "H", "H", "H", "H", "H", "H", "H", "H", "H", "H", "H", "H", "H", "H", "H", "H", "H", "H", "H", "H", "H", "H", "H"], "coordinates": [[-1.2273, -2.1736, 2.2576], [0.8329, -7.1012, 1.3709], [-0.2318, -6.1602, 1.0316], [-1.5451, -6.7768, 0.9686], [-0.1759, -4.8659, 1.5116], [-1.1514, -4.2185, 2.0238], [1.0643, -4.2681, 1.2895], [1.4862, -3.0174, 1.7318], [2.6817, -2.6430, 1.1790], [0.7776, -2.3068, 2.5187], [0.9070, -7.8562, 0.5895], [0.6238, -7.6025, 2.3222], [1.7876, -6.5927, 1.4578], [-1.4692, -7.6804, 0.3667], [-2.2530, -6.1035, 0.4888], [-1.9255, -7.0587, 1.9583], [-1.9740, -4.7852, 2.1816], [1.5392, -4.6098, 0.4699], [3.4025, -3.3276, 1.0296], [2.9743, -1.6934, 1.3469], [1.2213, -1.4309, 2.7701], [5.7815, 4.2105, -1.9537], [4.6792, 3.4695, -1.2462], [4.1896, 3.9001, -0.0237], [3.1644, 3.2262, 0.6369], [2.6925, 3.7704, 1.9617], [2.6045, 2.0799, 0.0567], [1.0193, 1.0705, 1.1035], [-1.3646, -0.2300, 2.2346], [-2.5348, -0.3843, 1.7259], [-3.0075, -1.6175, 1.5916], [-3.3769, 0.7464, 1.2353], [-3.0656, 2.0518, 1.6014], [-3.8208, 3.1109, 1.1240], [-4.8898, 2.8726, 0.2690], [-5.2051, 1.5709, -0.0972], [-4.4537, 0.5101, 0.3889], [-0.3713, 1.1504, -0.4986], [-0.8881, 2.4004, -0.8629], [-0.4416, 3.6846, -0.2195], [-1.8748, 2.4663, -1.8424], [-2.3645, 1.3324, -2.4680], [-3.4768, 1.4128, -3.4758], [-1.8169, 0.1087, -2.1130], [-0.8327, -0.0069, -1.1382], [-0.3529, -1.3989, -0.8261], [3.1060, 1.6175, -1.1696], [2.5821, 0.3764, -1.8394], [4.1258, 2.3230, -1.7999], [6.0949, 5.0856, -1.3855], [5.4572, 4.5465, -2.9401], [6.6541, 3.5708, -2.0981], [4.6125, 4.7889, 0.4330], [3.2462, 4.6723, 2.2213], [2.8280, 3.0484, 2.7687], [1.6286, 4.0114, 1.9305], [-2.2198, 2.2112, 2.2599], [-3.5750, 4.1255, 1.4136], [-5.4790, 3.6999, -0.1075], [-6.0414, 1.3839, -0.7604], [-4.6844, -0.5129, 0.1207], [-0.6157, 3.6529, 0.8580], [-0.9948, 4.5274, -0.6329], [0.6247, 3.8616, -0.3742], [-2.2878, 3.4354, -2.1003], [-3.7303, 2.4482, -3.7009], [-4.3743, 0.9245, -3.0898], [-3.2034, 0.9159, -4.4083], [-2.1812, -0.7943, -2.5939], [-0.2530, -1.9765, -1.7478], [-1.0908, -1.9088, -0.2001], [0.6026, -1.3946, -0.3045], [2.5047, -0.4484, -1.1277], [3.2407, 0.0746, -2.6540], [1.5831, 0.5378, -2.2477], [4.5020, 1.9605, -2.7517]], "forces_ev_per_a": [[0.02, 0.01, 0.03], [-0.03, 0.03, -0.02], [0.00, 0.01, 0.06], [0.01, -0.01, 0.01], [0.03, 0.01, -0.04], [-0.02, -0.02, -0.02], [-0.03, -0.02, 0.02], [-0.03, -0.03, -0.02], [-0.03, 0.01, 0.01], [0.07, -0.03, 0.06], [0.01, 0.00, 0.00], [0.01, 0.00, 0.00], [0.01, -0.01, 0.01], [-0.01, 0.01, -0.01], [0.00, -0.01, -0.01], [0.00, 0.01, 0.00], [0.00, 0.00, -0.02], [0.00, 0.01, -0.01], [0.01, 0.01, -0.01], [0.03, 0.01, 0.02], [0.00, 0.03, -0.04], [-0.01, -0.01, 0.00], [0.00, 0.00, -0.01], [0.00, -0.01, 0.01], [0.00, 0.02, 0.02], [0.00, 0.00, -0.02], [-0.04, -0.02, 0.03], [-0.01, 0.04, -0.04], [-0.07, -0.07, -0.02], [0.09, 0.07, 0.06], [-0.04, 0.01, -0.04], [0.00, -0.01, 0.00], [0.00, 0.00, -0.01], [-0.01, 0.00, 0.02], [-0.01, 0.00, 0.00], [0.00, 0.00, 0.00], [-0.01, 0.00, 0.00], [0.02, 0.00, -0.05], [0.03, 0.01, 0.00], [-0.01, -0.02, 0.02], [0.00, 0.00, 0.01], [0.01, -0.01, 0.01], [0.01, 0.00, 0.00], [-0.03, 0.02, -0.01], [0.01, -0.03, 0.00], [0.00, -0.03, 0.02], [0.01, 0.00, -0.04], [0.00, 0.01, 0.02], [0.00, 0.00, 0.01], [0.00, 0.00, 0.00], [0.00, 0.00, 0.00], [0.00, 0.00, 0.00], [0.00, 0.00, 0.00], [0.00, 0.00, 0.00], [0.00, 0.00, 0.00], [0.00, 0.00, 0.02], [0.00, 0.00, 0.00], [0.00, 0.00, 0.00], [0.00, 0.00, 0.00], [0.00, 0.00, 0.00], [0.00, 0.00, 0.00], [0.01, 0.01, 0.00], [0.00, 0.00, 0.00], [-0.01, 0.01, -0.01], [0.00, 0.00, 0.00], [0.00, 0.00, -0.01], [0.00, 0.00, 0.00], [-0.01, 0.00, 0.00], [0.00, -0.01, 0.00], [0.03, 0.01, -0.01], [-0.01, 0.00, 0.00], [-0.01, 0.01, -0.01], [-0.01, 0.00, -0.01], [0.00, 0.00, 0.00], [0.00, -0.01, 0.00], [0.00, 0.00, 0.00]], "multiplicity": 2, "orbital_gap_ev": [6.70, 7.06], "molar_mass_g_mol": 677.81}

(2)
{"formula": "C40H36ClN3Si2Sr", "method": "the ωB97M-V functional and the def2-TZVPD basis", "species": ["C", "C", "C", "H", "C", "C", "H", "H", "H", "H", "Sr", "Si", "C", "C", "H", "C", "H", "C", "H", "C", "H", "C", "H", "C", "C", "H", "C", "H", "C", "H", "C", "H", "C", "H", "H", "Si", "C", "C", "H", "C", "H", "C", "H", "C", "H", "C", "H", "C", "C", "H", "C", "H", "C", "H", "C", "H", "C", "H", "H", "Cl", "C", "C", "C", "C", "C", "C", "N", "N", "C", "C", "C", "C", "C", "N", "H", "H", "H", "H", "H", "H", "H", "H", "H"], "coordinates": [[4.1187, 2.4662, 1.5005], [3.4998, 2.3113, 0.2281], [2.2064, 2.9071, 0.2945], [3.9491, 1.8487, -0.6555], [2.0279, 3.4264, 1.6103], [3.2123, 3.1585, 2.3509], [3.4044, 3.4619, 3.3821], [5.1311, 2.1508, 1.7674], [1.5001, 3.0121, -0.5302], [1.1541, 3.9720, 1.9695], [2.0001, 0.5962, 1.8851], [-3.5210, 0.2882, -2.2070], [-3.9631, -1.1693, -3.3174], [-4.6571, -2.2758, -2.7919], [-5.0447, -2.2414, -1.7702], [-4.8084, -3.4405, -3.5535], [-5.3317, -4.2988, -3.1263], [-4.2938, -3.5083, -4.8525], [-4.4096, -4.4154, -5.4402], [-3.6326, -2.3963, -5.3874], [-3.2349, -2.4410, -6.4034], [-3.4711, -1.2337, -4.6322], [-2.9401, -0.3746, -5.0432], [-5.1220, 0.7410, -1.3662], [-6.2874, 0.8623, -2.1462], [-6.2386, 0.7544, -3.2314], [-7.5242, 1.0879, -1.5310], [-8.4229, 1.1810, -2.1397], [-7.6166, 1.1716, -0.1369], [-8.5818, 1.3294, 0.3451], [-6.4624, 1.0428, 0.6386], [-6.5224, 1.0879, 1.7284], [-5.2164, 0.8461, 0.0353], [-4.3132, 0.7327, 0.6406], [-3.0688, 1.3558, -3.1001], [-2.0370, -1.0581, -0.5813], [-1.7103, 0.7066, 0.0950], [-1.4733, 1.8252, -0.7445], [-1.3408, 1.7012, -1.8295], [-1.4362, 3.1307, -0.2360], [-1.2707, 3.9666, -0.9249], [-1.5972, 3.3496, 1.1318], [-1.5753, 4.3657, 1.5218], [-1.7544, 2.2584, 1.9930], [-1.8221, 2.4142, 3.0742], [-1.8021, 0.9557, 1.4780], [-1.8736, 0.1001, 2.1558], [-0.6382, -1.2544, -1.8161], [0.4216, -0.3356, -1.9439], [0.5144, 0.5097, -1.2555], [1.3383, -0.4524, -2.9954], [2.1428, 0.2827, -3.0858], [1.2200, -1.5043, -3.9082], [1.9428, -1.6054, -4.7184], [0.1867, -2.4373, -3.7725], [0.0796, -3.2570, -4.4880], [-0.7159, -2.3400, -2.7122], [-1.5200, -3.0697, -2.5930], [-1.5354, -1.9384, 0.4651], [0.3556, -1.2116, 2.8530], [5.7595, 1.7812, 6.2951], [6.5655, 0.8264, 5.6538], [6.0064, -0.0115, 4.6928], [4.6569, 0.1563, 4.3295], [3.8185, 1.0532, 5.0425], [4.3885, 1.8879, 5.9984], [4.1392, -0.4736, 3.1936], [4.9300, -1.4029, 2.7314], [4.4735, -1.9978, 1.5718], [5.2087, -3.1041, 1.0768], [4.7975, -3.7075, -0.0956], [3.6486, -3.2083, -0.7416], [2.9564, -2.1359, -0.1700], [3.3734, -1.4983, 0.9445], [6.2011, 2.4417, 7.0426], [7.6257, 0.7210, 5.8911], [6.5743, -0.7758, 4.1607], [2.7476, 1.0593, 4.8078], [3.7694, 2.6237, 6.5173], [6.0776, -3.3917, 1.6740], [5.3493, -4.5520, -0.5086], [3.2867, -3.6311, -1.6761], [2.0272, -1.7598, -0.6086]], "forces_ev_per_a": [[-0.17, 0.06, -0.09], [-0.13, 0.20, 0.19], [0.23, 0.01, 0.21], [-0.16, 0.20, 0.35], [0.28, -0.16, -0.17], [-0.12, -0.15, -0.25], [-0.05, -0.11, -0.38], [-0.40, 0.10, -0.11], [0.21, -0.09, 0.27], [0.30, -0.19, -0.13], [0.29, 0.41, -0.26], [-1.26, -2.61, 0.52], [0.02, -0.01, -0.53], [0.32, -0.20, -0.54], [0.09, 0.00, -0.25], [-0.07, 0.25, 0.18], [0.14, 0.24, -0.15], [0.15, 0.52, 0.14], [0.03, 0.16, 0.08], [-0.09, -0.24, -0.13], [-0.11, -0.01, 0.27], [-0.26, -0.35, 0.45], [-0.08, -0.22, 0.00], [-0.21, 0.28, 0.52], [-0.13, 0.10, 0.54], [0.00, 0.04, 0.26], [0.18, -0.05, 0.07], [0.19, -0.03, 0.12], [0.35, -0.04, -0.18], [0.24, -0.05, -0.16], [0.14, 0.03, 0.09], [-0.04, 0.03, -0.33], [-0.42, -0.13, -0.48], [-0.37, 0.12, -0.10], [0.56, 0.11, 0.05], [0.98, 3.16, -1.21], [0.57, 0.49, 0.66], [-0.31, 0.16, 0.28], [0.02, 0.03, 0.61], [0.01, -0.35, -0.15], [-0.07, -0.29, 0.33], [0.02, -0.21, 0.06], [0.00, -0.21, -0.03], [0.08, -0.02, -0.14], [-0.03, -0.03, -0.38], [0.05, 0.20, -0.11], [-0.09, 0.39, -0.15], [0.41, -0.29, -0.40], [-0.07, -0.25, -0.56], [-0.02, -0.33, -0.23], [-0.07, -0.16, 0.19], [-0.21, -0.28, -0.03], [-0.06, 0.03, 0.09], [-0.24, 0.07, 0.14], [0.06, -0.25, 0.17], [0.13, 0.27, 0.20], [0.34, 0.70, -0.15], [0.17, 0.13, -0.20], [-1.01, -0.68, 0.57], [-0.35, -0.51, 0.33], [-0.15, -0.11, -0.20], [-0.43, -0.17, 0.02], [-0.22, 0.44, 0.03], [0.37, 0.70, 1.09], [0.64, -0.50, -0.70], [0.23, -0.24, 0.16], [1.90, -2.68, -1.04], [-1.95, 2.55, 1.67], [-1.02, -0.55, -2.01], [-0.31, 1.07, 0.90], [-0.61, 0.22, -0.45], [0.32, -0.05, 0.43], [0.44, 0.17, 0.54], [0.62, -1.15, -0.39], [-0.14, -0.15, -0.23], [-0.36, 0.13, 0.05], [0.00, 0.46, 0.24], [0.42, 0.21, 0.14], [0.23, -0.30, -0.13], [-0.28, -0.13, -0.41], [-0.17, 0.24, 0.08], [0.07, 0.01, 0.25], [0.40, -0.17, 0.00]], "orbital_gap_ev": 5.94, "molar_mass_g_mol": 737.99}

(3)
{"formula": "C14H11AuBrCl2F6O2PSe", "method": "the ωB97M-V functional and the def2-TZVPD basis", "species": ["Au", "Cl", "C", "Cl", "H", "H", "Se", "C", "C", "C", "C", "C", "C", "H", "H", "H", "H", "H", "Br", "C", "C", "C", "C", "C", "C", "C", "O", "O", "H", "H", "H", "H", "F", "P", "F", "F", "F", "F", "F"], "coordinates": [[0.7156, 0.7253, 0.3713], [1.3594, -0.6264, 2.8250], [2.8955, -0.9791, 2.0310], [2.7305, -0.6773, 0.2706], [3.1390, -2.0251, 2.1687], [3.6591, -0.3211, 2.4256], [-3.1205, -0.7712, -1.2414], [-3.1554, -2.5749, -0.8371], [-2.9350, -3.5002, -1.8683], [-3.0036, -4.8480, -1.5798], [-3.2851, -5.2738, -0.2849], [-3.4923, -4.3509, 0.7374], [-3.4282, -2.9993, 0.4715], [-2.7060, -3.1576, -2.8697], [-2.8389, -5.5738, -2.3641], [-3.3449, -6.3325, -0.0715], [-3.7034, -4.6935, 1.7410], [-3.5921, -2.2716, 1.2560], [-1.9584, 7.1573, -1.1425], [-2.8234, 5.6401, -0.5730], [-4.2390, 5.6634, -0.4241], [-4.8622, 4.5370, 0.0231], [-4.1004, 3.3835, 0.3160], [-2.6958, 3.3745, 0.1690], [-2.0496, 4.4887, -0.2826], [-1.9131, 2.1027, 0.4671], [-2.5405, 1.0492, 0.5834], [-0.6705, 2.2812, 0.5280], [-4.7977, 6.5562, -0.6663], [-5.9369, 4.5217, 0.1382], [-4.5846, 2.4734, 0.6466], [-0.9777, 4.4809, -0.4219], [-1.3269, 0.6468, -2.2985], [-0.5703, -0.7708, -2.5934], [0.8377, -0.0725, -2.1470], [0.1575, -2.1773, -2.7455], [-2.0117, -1.4420, -2.9356], [-0.3315, -0.3803, -4.1066], [-0.8416, -1.1450, -0.9835]], "forces_ev_per_a": [[0.08, 0.41, 0.02], [0.28, -0.30, 0.38], [-0.22, 0.00, 0.14], [-0.11, 0.01, 0.04], [0.02, -0.01, -0.06], [0.02, 0.03, -0.07], [-3.89, 0.52, 2.36], [-0.25, -0.69, -0.02], [-0.15, -0.23, 0.14], [-0.09, -0.16, 0.23], [0.02, 0.06, -0.02], [0.05, -0.23, -0.06], [-0.03, 0.26, -0.30], [-0.27, -0.59, 0.34], [-0.01, -0.01, -0.01], [0.01, -0.01, 0.02], [0.00, 0.00, 0.01], [0.01, 0.00, 0.00], [-0.19, -0.24, 0.08], [0.33, 0.32, -0.15], [-0.10, -0.07, 0.04], [-0.03, -0.02, -0.02], [-0.05, 0.11, -0.06], [0.17, -0.16, 0.12], [-0.18, 0.00, -0.03], [-0.38, -0.58, -0.07], [-0.10, 0.57, 0.28], [0.51, 0.41, -0.10], [0.07, 0.04, -0.01], [0.01, -0.03, 0.03], [0.05, -0.04, 0.02], [0.01, 0.03, 0.06], [0.34, 0.11, -0.45], [3.14, 0.79, 0.05], [-0.40, -0.26, -0.33], [-0.39, 0.11, -0.15], [1.09, 0.07, -2.29], [-0.32, -0.14, 0.19], [0.97, -0.09, -0.34]], "multiplicity": 4, "total_charge": 1, "orbital_gap_ev": [7.11, 4.05], "molar_mass_g_mol": 782.94}

(4)
{"formula": "C3H7NO2", "method": "the ωB97M-V functional and the def2-TZVPD basis", "species": ["C", "C", "N", "H", "H", "H", "H", "H", "H", "O", "C", "O", "H"], "coordinates": [[1.7416, 2.9296, -2.1353], [2.3557, 0.7119, -1.9122], [2.0928, 1.6544, -2.7135], [2.0024, 3.0706, -1.0685], [2.1905, 3.7770, -2.6581], [0.6581, 3.0973, -2.1647], [1.9659, 0.7902, -0.8839], [3.1699, 0.0413, -2.1577], [-3.1270, -3.3052, 1.8431], [-2.7397, -3.8741, 2.5278], [-3.3956, -3.1603, 3.5243], [-3.5912, -1.9982, 3.3392], [-3.3235, -3.7347, 4.4595]], "forces_ev_per_a": [[-1.72, 0.56, 0.75], [0.02, 1.39, 0.50], [1.69, 0.29, -0.15], [0.13, -0.48, -0.32], [0.12, -0.42, -0.30], [-0.01, 0.03, -0.25], [0.57, -0.29, 0.11], [-0.80, -1.08, -0.35], [0.99, -0.34, -1.23], [-2.17, 0.47, 0.69], [3.36, -0.40, -0.10], [-1.39, 0.01, 0.59], [-0.79, 0.26, 0.05]], "smiles": "C=NC.O=CO", "orbital_gap_ev": 10.15, "molar_mass_g_mol": 89.09}

Energy relative to the best compared isomer or geometry (same formula, charge and spin)? In order: 0.000 1.021 1.767 3.011 eV.
DFT total energy? In order: -3440.14975 -2780.01889 -7662.41509 -323.67031 Ha.